This record from the Open Molecules 2025 dataset describes a 2-piece molecular cluster, C6H12O2 overall in a non-equilibrium geometry. The level of theory is ωB97M-V with the def2-TZVPD basis set.

Element x y z (Å)
C  -2.14367  1.33897  -1.04260
C  -1.22431  0.29417  -0.46612
C  0.10372  0.44666  -0.46031
C  1.02743  -0.52698  0.15189
C  1.62889  -1.48262  -0.54680
O  2.44784  -2.41956  0.03301
C  -1.89699  -0.82632  0.24752
H  -1.53303  2.07401  -1.56070
H  -2.94125  0.98106  -1.69041
H  -2.63358  1.79644  -0.17520
H  0.49408  1.30947  -0.99743
H  1.22073  -0.59126  1.20750
H  1.38750  -1.84510  -1.53888
H  2.99425  -2.09572  0.75708
H  -1.26757  -1.52868  0.78856
H  -2.55594  -1.43196  -0.38085
H  -2.63544  -0.44810  0.97000
H  1.89559  1.64386  1.02837
H  3.23541  1.88731  1.85870
O  2.39632  1.42434  1.81666

As for the energy above the lowest of the compared OMol25 structures with the same formula, charge and spin: 52.88 kcal per mole. As for the structure (SMILES): CC(C)=C/C=C/O.O. The calculation puts the HOMO energy at -8.61 eV. Its lowest unoccupied orbital energy is 0.827 eV. The gap between HOMO and LUMO is 9.438 eV. The max |F| comes out at 1.33 eV Å⁻¹.